1.
DFT (ωB97M-V/def2-TZVPD) results for a molecular structure, C28H43N6O3SeSiTi in a non-equilibrium geometry.

## Properties
**HOMO-LUMO gap**: 4.4 eV
**Energy above the lowest of the compared OMol25 structures with the same formula, charge and spin**: 231.20 kJ/mol
**Molecular weight**: 666.6 Da

Geometry as ORCA input:
```
! RIJCOSX wB97M-V def2-TZVPD def2/J DEFGRID3
* xyz 1 1
Se -13.54019 -12.49582 1.11182
Ti -13.04085 -17.07294 -2.58128
Si -10.79714 -17.32016 0.10537
O -16.42794 -18.38524 -0.73995
O -13.56798 -15.21201 -2.60658
O -15.06066 -13.69370 -1.90327
N -13.79401 -18.97776 -3.12970
N -15.18939 -10.76730 -0.49445
N -11.34698 -16.97759 -1.56644
N -13.07233 -10.82098 -1.18465
N -14.76595 -17.20282 -1.72952
N -11.51319 -16.65976 -3.84986
C -16.61144 -9.51988 2.13385
C -11.99127 -16.09252 -6.23744
C -13.95185 -11.24802 -0.25138
C -14.34678 -8.27641 -3.56814
C -16.66632 -11.03000 1.66158
C -11.21380 -15.94179 -4.98739
C -10.86098 -8.88496 -0.07200
C -15.47294 -18.30135 -1.51098
C -10.85447 -16.31671 -2.67443
C -14.64123 -14.84986 -1.88798
C -15.38192 -15.97134 -1.24860
C -13.80507 -9.98124 -2.07030
C -9.38186 -18.55943 0.08189
C -15.74501 -8.36293 -3.20761
C -16.16045 -9.10553 -2.06937
C -11.61511 -11.13140 -1.29126
C -9.52004 -14.61540 -3.82480
C -10.15769 -15.08399 -5.00607
C -15.19717 -8.96789 2.21486
C -9.70942 -15.37956 -2.69756
C -13.35579 -9.07222 -3.02105
C -10.10901 -15.71374 0.65401
C -12.15860 -17.86063 1.21760
C -10.66551 -10.36443 -0.36344
C -10.39929 -7.90551 -1.19178
C -14.86643 -19.48714 -2.26969
C -16.48339 -11.16363 0.16635
C -15.17648 -9.98685 -1.61273
H -14.86766 -9.13694 3.24247
H -17.33173 -8.83188 1.59077
H -14.54731 -20.33625 -1.64969
H -12.12019 -17.06343 -6.71015
H -8.80234 -18.45407 0.98518
H -12.47117 -18.91656 1.10901
H -16.99854 -9.32603 3.12868
H -15.02423 -7.92886 1.92914
H -14.43351 -9.53049 1.60497
H -10.30083 -8.70251 0.88316
H -13.01582 -17.17127 1.03379
H -9.82603 -15.70415 1.68888
H -9.23453 -15.41039 0.13622
H -10.93519 -6.90950 -1.17003
H -9.93827 -19.53829 0.12295
H -10.93412 -14.95216 0.49428
H -14.18101 -18.83662 -4.10624
H -16.40976 -7.74104 -3.77819
H -11.37519 -10.92782 -2.32050
H -11.56625 -12.18172 -1.02329
H -17.70355 -11.35951 1.85284
H -14.03381 -7.49003 -4.28455
H -9.63347 -10.54330 -0.69315
H -11.98044 -8.66190 0.04474
H -15.71559 -19.88129 -2.86589
H -12.98613 -15.61105 -6.08240
H -17.22327 -9.04619 -1.65227
H -11.36365 -15.61163 -7.00693
H -9.95996 -14.51028 -5.92553
H -13.07773 -19.71821 -3.28186
H -8.79226 -18.50405 -0.87028
H -16.68775 -12.25045 -0.03556
H -15.30019 -15.92352 -0.12114
H -10.69187 -10.82281 0.64621
H -9.27605 -7.90119 -1.11214
H -17.31479 -10.61760 -0.24823
H -11.85925 -17.74076 2.28344
H -10.63273 -8.34058 -2.15069
H -15.92765 -11.59209 2.20721
H -9.06638 -15.28042 -1.80425
H -12.35739 -9.15278 -3.42836
H -16.45046 -16.07269 -1.53980
H -8.89779 -13.67201 -3.84358
*
```

For reference, the Löwdin charges in units of e are: Se 0.574; Ti 1.225; Si 0.405; O 0.098; O -0.121; O 0.090; N -0.056; N -0.011; N -0.112; N -0.005; N -0.115; N 0.010; C -0.244; C -0.022; C -0.699; C -0.083; C -0.201; C -0.314; C -0.261; C -0.525; C -0.353; C -0.531; C -0.074; C -0.113; C -0.164; C -0.062; C 0.009; C -0.131; C -0.007; C -0.028; C -0.120; C 0.031; C -0.035; C -0.166; C -0.159; C -0.212; C -0.109; C -0.113; C -0.138; C -0.157; H 0.073; H 0.115; H 0.144; H 0.085; H 0.031; H 0.043; H 0.088; H 0.070; H 0.048; H 0.117; H 0.041; H 0.041; H 0.002; H 0.092; H 0.040; H 0.056; H 0.152; H 0.090; H 0.107; H 0.079; H 0.120; H 0.111; H 0.115; H 0.118; H 0.147; H 0.111; H 0.134; H 0.091; H 0.128; H 0.140; H 0.046; H 0.130; H 0.166; H 0.097; H 0.085; H 0.099; H 0.064; H 0.029; H 0.038; H 0.106; H 0.100; H 0.159; H 0.148



2.
DFT (ωB97M-V/def2-TZVPD) results for a molecular structure, C28H44BCoN11O2S3.

## Properties
**HOMO-LUMO gap (spin up / spin down)**: 6.2 / 7.2 eV
**Molecular weight**: 732.7 Da

Geometry as ORCA input:
```
! RIJCOSX wB97M-V def2-TZVPD def2/J DEFGRID3
* xyz 3 1
Co 0.30390 0.54981 0.86101
S 0.57200 -1.21108 -0.49750
S 0.11718 -0.30833 2.90927
S -1.77590 1.37867 1.08310
O -0.88973 1.38109 -1.88688
O 0.30949 3.10813 -2.33202
N -3.81801 -1.04674 -1.29015
N -3.02373 -0.50242 -0.35672
N -3.15228 -2.10218 1.74806
N -2.53016 -3.76480 -0.60403
N -1.71727 -2.71423 -0.34475
N 2.89730 1.61915 0.37183
N 2.34202 0.60082 1.16879
N 0.85582 1.75840 -0.60439
N 0.04442 2.11686 -1.69025
N -1.98030 -1.46888 1.86432
N 2.69971 3.06797 -1.38817
C -4.56427 -0.25278 -2.02010
C -2.06275 -4.73254 -1.34470
C -2.35503 -7.16430 -1.03835
C -6.44111 -1.83619 -2.33029
C 0.10561 -3.64710 -1.53518
C -3.21430 -2.25830 4.04464
C -5.66077 -3.02529 1.17475
C -2.00646 -1.62430 4.17607
C -3.70888 1.70104 -0.85870
C -3.00980 -6.06543 -3.20756
C -6.18860 0.08498 -3.91726
C -4.53013 -1.79190 -3.95958
C -1.36380 -1.36979 5.49641
C -4.96340 -4.67322 2.95370
C -2.88358 0.80778 -0.13470
C -6.18623 -2.55898 3.58512
C -2.96216 -5.90560 -1.67937
C -1.35594 -1.17480 2.97159
C -0.72505 -4.68697 -1.82072
C -5.43620 -0.93482 -3.06313
C 2.13502 2.18993 -0.59092
C 1.51312 -3.59995 -2.04179
C -3.84413 -2.50306 2.78732
C -4.37687 -5.68740 -1.15040
C -3.63541 3.17559 -0.62423
C -0.45292 -2.59200 -0.75143
C -5.17294 -3.18598 2.61396
C -4.53623 1.14432 -1.79691
B -2.42273 -1.63659 0.44063
H -1.20767 -0.29830 5.63993
H 1.60489 -2.86013 -2.84016
H -4.42400 3.68895 -1.16915
H -1.97393 -1.74883 6.31167
H -4.81739 -4.77028 -1.54594
H -0.38298 -1.84869 5.53893
H -5.92705 -2.58792 -1.72969
H -2.98127 -8.02488 -1.27295
H 2.75176 -0.30329 0.92878
H 2.13153 3.54812 -2.07288
H -6.60466 -3.55677 1.05859
H -4.39560 -5.63899 -0.06097
H -2.67335 3.56338 -0.96628
H -0.35439 -5.50870 -2.41934
H -4.63443 -4.81399 3.98440
H -5.84288 -1.97430 0.93502
H -3.72998 3.41707 0.43460
H 2.21665 -3.33080 -1.25478
H -5.51108 0.74536 -4.46265
H -4.95174 -3.43403 0.45334
H -3.72754 -2.59145 4.93668
H -7.06554 -2.34851 -3.06202
H 2.56710 0.79630 2.14450
H -4.00712 -2.55056 -3.37468
H -3.79293 -1.17968 -4.48277
H -7.15068 -3.04353 3.43614
H -5.13959 -2.29614 -4.70937
H -6.78630 -0.44653 -4.65657
H -6.31474 -1.49163 3.39844
H -5.91365 -2.70372 4.63036
H -1.35371 -7.37828 -1.41580
H -5.00318 -6.52372 -1.45879
H -5.91234 -5.19566 2.83510
H -3.39651 -5.16658 -3.69215
H 1.79893 -4.56961 -2.44247
H -6.87794 0.69095 -3.32592
H -2.30328 -7.07054 0.04806
H 3.68520 3.27525 -1.32742
H -2.03494 -6.29950 -3.63673
H 3.88221 1.82208 0.46143
H -5.16941 1.78757 -2.39224
H -7.09841 -1.25491 -1.68005
H -4.23293 -5.13525 2.28721
H -3.67484 -6.89170 -3.45677
*
```

For reference, the Löwdin charges in units of e are: Co -0.079; S 0.905; S 0.834; S 0.860; O 0.060; O 0.116; N 0.213; N 0.069; N 0.269; N 0.212; N 0.056; N 0.054; N -0.005; N 0.028; N -0.383; N 0.108; N 0.258; C -0.153; C -0.171; C -0.017; C -0.023; C -0.224; C 0.130; C -0.037; C -0.176; C -0.222; C -0.017; C -0.042; C -0.027; C -0.016; C -0.002; C -0.502; C -0.012; C -0.541; C -0.560; C 0.106; C -0.537; C -0.345; C -0.046; C -0.080; C -0.041; C -0.022; C -0.465; C -0.525; C 0.124; B -0.611; H 0.105; H 0.103; H 0.103; H 0.104; H 0.073; H 0.107; H 0.055; H 0.105; H 0.116; H 0.121; H 0.113; H 0.066; H 0.094; H 0.141; H 0.097; H 0.093; H 0.091; H 0.078; H 0.099; H 0.047; H 0.146; H 0.103; H 0.126; H 0.061; H 0.097; H 0.108; H 0.102; H 0.103; H 0.102; H 0.089; H 0.089; H 0.106; H 0.110; H 0.088; H 0.101; H 0.096; H 0.095; H 0.154; H 0.088; H 0.182; H 0.135; H 0.098; H 0.084; H 0.105



3.
DFT (ωB97M-V/def2-TZVPD) results for a molecular structure, C28H44BrNOP2Pt in a non-equilibrium geometry.

## Properties
**Expectation value of S²**: 2.006
**HOMO-LUMO gap (spin up / spin down)**: 6.1 / 2.9 eV
**Molecular weight**: 747.6 Da

Geometry as ORCA input:
```
! RIJCOSX wB97M-V def2-TZVPD def2/J DEFGRID3
* xyz 2 3
Pt 0.02164 -0.09855 -0.10113
Br -0.23219 1.50099 -1.91187
P -0.17718 -1.88900 -1.44782
P 5.32509 0.31319 -2.98638
O -1.65292 1.04883 1.12379
N 6.80648 -5.47804 7.65392
C 6.46410 -4.59662 5.45563
C -2.04261 -4.07285 -1.48604
C 4.19552 -1.32437 -4.95229
C 7.24832 -5.25285 6.41347
C 4.08923 1.62261 -2.59215
C 2.47952 -0.58827 1.42628
C -0.87331 -1.54835 -3.10655
C -1.34390 -3.02965 -0.61000
C 2.77357 -2.23920 3.15578
C 5.58484 -5.07323 8.01227
C 4.20877 -1.08388 -3.44057
C 7.22010 -0.87292 -1.29441
C 5.17887 -4.16365 5.81202
C 4.34303 -3.48793 4.85949
C -2.42546 3.22819 0.45503
C 4.70273 3.01451 -2.78282
C 5.84031 -0.20072 -1.29121
C 3.62857 -2.90727 4.06209
C 3.30998 -1.22965 2.33070
C 1.14054 -0.98648 1.34952
C 0.57608 -1.94367 2.19858
C 1.42246 -2.59995 3.08996
C -2.57473 1.74665 0.62637
C 1.41897 -2.76699 -1.62447
C 4.73293 -4.40879 7.11966
C -3.86845 1.13859 0.17573
C 1.48066 -4.24363 -1.22754
C -0.66526 -2.61759 -4.17915
H 3.80049 -2.32486 -5.17202
H 3.20038 -0.84735 -3.06850
H 2.50949 -4.59935 -1.37419
H -1.92823 3.43562 -0.50303
H 3.75042 1.48050 -1.55455
H 7.15862 -1.92076 -1.61828
H 7.64438 -0.86292 -0.28114
H 1.73488 -2.63326 -2.67036
H 0.38777 -2.71224 -4.47264
H -1.04329 -3.59954 -3.87055
H 8.25384 -5.59861 6.15619
H 5.25786 -5.27595 9.03672
H -1.94903 -1.36198 -2.96113
H 6.84560 -4.42777 4.45356
H -3.40079 3.72864 0.45354
H -0.48724 -2.15117 2.14822
H -2.64617 -4.72320 -0.84069
H 3.91072 3.76533 -2.88698
H -3.76348 0.77845 -0.85750
H -2.08157 -2.37465 -0.12081
H 3.56182 -0.59254 -5.47034
H 5.33122 3.05525 -3.68159
H -0.77996 -3.51946 0.19711
H 5.86593 0.71114 -0.67522
H 3.21875 1.48670 -3.25239
H 4.57760 -1.97613 -2.91259
H 2.12423 -2.18769 -1.00835
H -1.80416 3.63457 1.25761
H 5.07795 -0.87963 -0.87914
H 2.83868 0.21016 0.77834
H 1.04966 -3.39605 3.73336
H 5.31965 3.29541 -1.92075
H -2.72151 -3.61471 -2.21520
H 3.74387 -4.09232 7.43616
H -4.67937 1.87696 0.19302
H -0.44029 -0.58871 -3.42884
H 5.20676 -1.26063 -5.37669
H 4.36728 -0.97888 2.40581
H -1.33842 -4.72143 -2.02303
H 7.92073 -0.34887 -1.95953
H 1.23351 -4.40540 -0.16982
H -1.22701 -2.31727 -5.07490
H 0.82455 -4.87341 -1.84262
H -4.13355 0.29493 0.82046
*
```

For reference, the Löwdin charges in units of e are: Pt 0.761; Br 0.157; P 0.814; P 1.240; O -0.128; N 0.062; C -0.017; C -0.117; C -0.137; C -0.123; C -0.372; C -0.129; C -0.411; C -0.363; C -0.228; C -0.118; C -0.379; C -0.137; C -0.235; C 0.069; C -0.017; C -0.137; C -0.370; C 0.033; C -0.018; C -0.333; C -0.101; C -0.002; C -0.475; C -0.364; C -0.009; C 0.001; C -0.105; C -0.114; H 0.084; H 0.076; H 0.088; H 0.060; H 0.090; H 0.082; H 0.089; H 0.064; H 0.069; H 0.063; H 0.113; H 0.115; H 0.097; H 0.110; H 0.096; H 0.101; H 0.095; H 0.088; H 0.099; H 0.087; H 0.084; H 0.075; H 0.072; H 0.095; H 0.084; H 0.093; H 0.058; H 0.103; H 0.092; H 0.086; H 0.134; H 0.084; H 0.081; H 0.115; H 0.096; H -0.006; H 0.078; H 0.124; H 0.063; H 0.077; H 0.080; H 0.096; H 0.074; H 0.099



Which of these has the lowest molecular weight?
C28H43N6O3SeSiTi



Which formula does entry 1 have?
C28H43N6O3SeSiTi



Among the records above, which one has the lowest molecular weight?
C28H43N6O3SeSiTi